{
  "formula": "C15H28Br12FN2O4",
  "method": "the ωB97M-V functional and the def2-TZVPD basis",
  "symbols": ["O", "C", "F", "N", "C", "O", "N", "C", "O", "O", "H", "H", "H", "H", "Br", "C", "C", "Br", "H", "H", "H", "H", "Br", "C", "C", "Br", "H", "H", "H", "H", "Br", "C", "C", "Br", "H", "H", "H", "H", "Br", "C", "C", "Br", "H", "H", "H", "H", "Br", "C", "C", "Br", "H", "H", "H", "H", "Br", "C", "C", "Br", "H", "H", "H", "H"],
  "coordinates": [[4.507349, 0.904275, 2.009912], [5.100314, 0.497365, 1.056521], [5.672111, 1.379411, 0.217764], [5.182951, -0.875299, 0.776548], [6.452657, -1.218389, 0.016519], [6.432727, -0.962558, -1.180448], [7.415916, -1.829418, 0.727692], [8.581161, -1.039336, 0.936107], [9.131863, -0.358296, -0.210753], [9.536695, -1.398796, -1.103715], [4.427137, -1.058421, 0.078743], [9.372110, -1.734760, 1.282562], [8.477491, -0.286118, 1.742253], [9.946310, -0.906035, -1.822960], [2.371564, -0.418634, -0.087494], [1.056412, -1.478264, -1.057216], [-0.316634, -1.341007, -0.454017], [-0.477364, -2.384324, 1.182273], [1.419591, -2.498643, -1.064953], [1.067135, -1.086063, -2.073138], [-1.073076, -1.746200, -1.123954], [-0.570721, -0.315291, -0.203106], [-3.192451, -0.062733, 2.367980], [-3.942255, -0.677955, 4.066117], [-3.277742, -1.951570, 4.523727], [-3.913183, -3.497394, 3.520653], [-5.012467, -0.788953, 3.922845], [-3.748715, 0.116922, 4.772756], [-3.533677, -2.160912, 5.560718], [-2.197612, -1.927747, 4.414826], [-3.941158, 5.193625, 2.081033], [-4.841907, 4.871855, 3.774843], [-4.288674, 3.655139, 4.467820], [-4.928749, 2.003208, 3.652112], [-5.902521, 4.793826, 3.559278], [-4.659474, 5.766619, 4.367784], [-4.633444, 3.618432, 5.499700], [-3.203655, 3.612218, 4.447914], [-3.824846, -3.862432, -1.647278], [-2.727350, -5.468942, -1.726720], [-1.331143, -5.204126, -1.233191], [-0.276122, -4.244728, -2.559147], [-2.756904, -5.821924, -2.752871], [-3.227808, -6.189005, -1.082156], [-0.800355, -6.140103, -1.068981], [-1.305194, -4.611482, -0.323097], [2.955308, -3.762850, -8.282174], [2.236132, -4.418670, -6.595539], [0.922183, -3.763553, -6.263711], [1.175939, -1.949197, -5.608056], [2.997346, -4.250145, -5.840124], [2.101682, -5.488744, -6.740865], [0.427617, -4.293910, -5.451783], [0.251248, -3.701671, -7.114826], [-3.853671, 9.131189, 2.101068], [-3.924713, 8.370955, 0.311827], [-4.698310, 9.251498, -0.632645], [-6.617677, 9.099697, -0.342024], [-4.346373, 7.376724, 0.409292], [-2.886390, 8.293151, -0.005448], [-4.539687, 8.935696, -1.661824], [-4.446928, 10.302793, -0.534970]],
  "atomic_forces_ev_per_a": [[-0.06, 0.75, -0.13], [-0.69, -1.13, 1.09], [0.28, -0.25, -0.01], [0.39, 0.21, -1.45], [1.13, -0.68, -0.08], [-0.44, 0.10, -0.10], [-0.64, 1.64, 0.31], [0.22, -2.15, 0.06], [0.00, 0.85, 0.31], [0.27, -0.68, -0.09], [1.02, 0.08, 0.89], [-0.13, 0.25, -0.01], [0.05, 0.47, -0.70], [-0.17, 0.33, 0.15], [-1.26, 0.07, -0.17], [0.22, 0.49, -0.01], [-0.13, -0.21, -0.08], [0.07, -0.05, 0.04], [-0.04, 0.00, 0.06], [-0.10, -0.06, -0.01], [0.03, 0.00, -0.01], [0.09, 0.00, 0.04], [0.41, -1.01, -0.24], [0.67, -0.57, -0.22], [-0.20, -0.21, -0.03], [0.08, 0.03, -0.01], [0.01, -0.07, 0.04], [0.11, -0.09, 0.11], [-0.02, 0.04, -0.01], [-0.02, 0.06, -0.05], [-0.06, -0.17, 0.00], [0.21, 0.25, -0.03], [-0.40, -0.17, 0.13], [-0.85, 1.90, 0.33], [0.01, -0.08, 0.02], [0.02, -0.03, 0.01], [0.00, 0.09, -0.01], [-0.02, 0.04, -0.07], [0.03, -0.01, -0.07], [-0.19, 0.10, 0.16], [0.16, -0.19, -0.13], [-0.08, -0.05, -0.05], [0.06, 0.02, 0.01], [0.06, 0.01, 0.02], [-0.04, -0.01, -0.02], [-0.04, 0.03, -0.03], [0.03, 0.02, 0.06], [0.00, -0.12, -0.24], [-0.01, 0.10, 0.28], [-0.05, -0.02, -0.04], [-0.05, 0.05, 0.02], [-0.04, 0.02, 0.03], [0.04, -0.04, -0.02], [0.07, -0.02, -0.03], [-0.07, -0.04, 0.00], [0.22, 0.20, 0.08], [-0.16, -0.14, -0.13], [0.03, 0.07, 0.02], [-0.07, 0.04, -0.02], [-0.03, 0.02, -0.04], [0.03, -0.03, 0.03], [0.03, -0.03, 0.05]],
  "lowdin_charge": [0.08, -0.62, 0.10, 0.07, -0.60, 0.00, 0.01, -0.34, -0.18, -0.06, -0.02, 0.09, 0.10, 0.08, 0.87, -0.70, -0.69, 0.61, 0.01, 0.05, 0.02, 0.05, 0.55, -0.77, -0.68, 0.59, 0.03, 0.00, 0.06, 0.05, 0.66, -0.68, -0.64, 0.70, 0.05, 0.06, 0.06, 0.06, 0.61, -0.69, -0.67, 0.71, 0.05, 0.06, 0.06, -0.01, 0.60, -0.70, -0.71, 0.61, 0.06, 0.06, 0.00, 0.05, 0.59, -0.72, -0.70, 0.60, -0.02, 0.06, 0.06, 0.05],
  "total_charge": -1,
  "molar_mass_g_mol": 1278.2,
  "e_above_lowest_kcal_mol": 0.00
}

{
  "formula": "C15H28BrIN3O5",
  "method": "the ωB97M-V functional and the def2-TZVPD basis",
  "symbols": ["N", "C", "O", "C", "C", "C", "N", "N", "C", "Br", "C", "C", "I", "H", "H", "H", "H", "H", "H", "H", "H", "C", "O", "C", "C", "O", "C", "H", "H", "H", "H", "H", "H", "H", "H", "H", "H", "C", "O", "C", "C", "O", "C", "H", "H", "H", "H", "H", "H", "H", "H", "H", "H"],
  "coordinates": [[1.359474, -1.174325, -2.257238], [1.364280, -0.663635, -0.878356], [1.744506, -1.418906, 0.064181], [0.895974, 0.805599, -0.471917], [-0.271410, 1.328957, -1.439707], [-1.517025, 0.301275, -1.539403], [-2.156164, -0.018326, -0.328099], [-3.205352, -0.828030, -0.393849], [-3.819515, -1.471822, -1.512126], [-5.420113, -2.603539, -1.266432], [-3.179978, -1.230681, -2.928695], [-1.933163, -0.271647, -2.963113], [-0.922304, 0.164454, -4.814621], [1.029032, -2.149839, -2.300275], [2.267901, -1.057106, -2.726312], [0.662753, 0.925297, 0.647328], [1.802577, 1.498840, -0.660353], [0.117732, 1.622922, -2.466512], [-0.702851, 2.289640, -0.953006], [-3.664893, -1.037167, 0.518383], [-3.613735, -1.700732, -3.873604], [4.072626, -6.713063, 1.161321], [2.683505, -6.774545, 0.866226], [1.892127, -7.003301, 2.030730], [1.233978, -5.714955, 2.513249], [2.202070, -4.789923, 3.001045], [2.486733, -3.758872, 2.063767], [4.590701, -6.326284, 0.281758], [4.280516, -6.050842, 2.005115], [4.449693, -7.716567, 1.378015], [2.489288, -7.460693, 2.826508], [1.108395, -7.713427, 1.748397], [0.570613, -5.952601, 3.350904], [0.626444, -5.264294, 1.720410], [1.650595, -3.054052, 2.025519], [2.675761, -4.159206, 1.064736], [3.377265, -3.227404, 2.400742], [-1.364636, 7.428270, 1.638799], [-1.479514, 7.615657, 0.234032], [-0.391122, 7.036034, -0.480921], [-0.793564, 5.710644, -1.118729], [-1.050575, 4.714822, -0.127711], [-2.441651, 4.514167, 0.088064], [-2.317839, 7.697749, 2.097120], [-1.138464, 6.390030, 1.894047], [-0.585657, 8.084219, 2.037098], [0.481753, 6.910434, 0.168441], [-0.120868, 7.739238, -1.274618], [0.040827, 5.346743, -1.726776], [-1.658835, 5.839093, -1.777972], [-2.870943, 3.962810, -0.756228], [-2.972704, 5.460025, 0.216816], [-2.564237, 3.918864, 0.993824]],
  "atomic_forces_ev_per_a": [[-0.54, 1.02, 0.80], [1.47, -2.43, 3.58], [-1.66, 2.62, -3.37], [0.55, 0.33, -1.43], [-1.19, 0.22, 1.06], [-0.18, -0.51, -0.77], [1.16, 0.38, -4.20], [-2.28, -2.11, -2.00], [2.59, 1.66, -1.98], [2.13, 1.51, -0.13], [1.83, 2.12, 3.06], [-3.19, -1.99, 3.25], [-0.99, -0.36, 1.65], [0.77, 0.64, 0.38], [-0.65, -0.08, 0.36], [0.22, -0.72, -1.86], [-1.37, -1.04, 0.23], [-0.62, -0.74, 1.34], [0.66, -1.44, -0.82], [0.65, 0.36, -0.79], [0.65, 0.70, 1.65], [-0.03, -0.01, -0.16], [0.11, 0.09, 0.36], [-0.28, 0.23, -0.46], [0.40, -0.18, 0.47], [-0.08, -0.06, -0.40], [-0.07, -0.02, 0.20], [-0.12, -0.07, 0.01], [-0.04, -0.04, 0.02], [0.10, 0.02, 0.07], [-0.02, 0.13, 0.00], [-0.01, -0.01, 0.05], [-0.03, -0.04, -0.03], [0.10, -0.05, -0.05], [0.07, 0.02, -0.12], [-0.04, 0.01, 0.01], [-0.07, -0.05, 0.07], [-0.13, 0.16, -0.02], [0.24, -0.39, 0.10], [-0.50, 0.16, -0.25], [0.46, 0.04, 0.27], [-0.32, -0.01, -0.10], [0.15, -0.05, 0.06], [0.07, 0.05, -0.13], [0.05, 0.01, -0.02], [0.03, -0.06, 0.10], [-0.07, -0.09, -0.02], [0.04, -0.05, -0.01], [0.00, 0.04, -0.02], [0.00, 0.06, 0.11], [-0.15, 0.05, -0.03], [0.02, -0.03, -0.05], [0.10, 0.01, -0.03]],
  "lowdin_charge": [0.08, -0.39, 0.04, -0.09, -0.15, -0.17, 0.13, -0.02, -0.52, 0.77, -0.04, -0.53, 0.95, 0.10, 0.10, 0.14, 0.14, 0.07, 0.12, 0.17, 0.12, -0.11, -0.20, -0.20, -0.20, -0.19, -0.12, 0.09, 0.08, 0.09, 0.13, 0.12, 0.12, 0.12, 0.07, 0.08, 0.09, -0.11, -0.19, -0.20, -0.20, -0.22, -0.11, 0.09, 0.08, 0.09, 0.13, 0.13, 0.12, 0.13, 0.08, 0.09, 0.09],
  "total_charge": 1,
  "molar_mass_g_mol": 537.2
}

| no. | HOMO energy (eV) |
| --- | --- |
| 1 | -3.205 |
| 2 | -10.620 |